No. 1
Computed, not measured: a molecular structure, C46H48N8O3S3Sr, with the ωB97M-V functional and the def2-TZVPD basis.

ORCA input file:
```
! wB97M-V def2-TZVPD RIJCOSX def2/J DEFGRID3
* xyz 0 1
Sr 0.188 -0.241 -0.059
C 0.012 3.746 0.311
O -1.050 2.814 0.455
C -2.191 3.119 -0.317
C -2.325 2.131 -1.459
O -2.304 0.787 -1.006
C -3.488 0.372 -0.339
C -3.166 -0.868 0.468
O -2.065 -0.649 1.335
C -2.384 0.047 2.531
H -0.323 4.754 0.575
H 0.409 3.755 -0.710
H 0.795 3.428 0.994
H -2.150 4.137 -0.719
H -3.061 3.071 0.343
H -1.458 2.232 -2.116
H -3.230 2.333 -2.047
H -4.273 0.148 -1.070
H -3.856 1.165 0.318
H -2.865 -1.673 -0.199
H -4.048 -1.178 1.039
H -3.129 -0.511 3.105
H -2.755 1.056 2.328
H -1.466 0.131 3.109
S 1.156 1.006 2.511
C 2.755 1.663 2.315
N 3.584 1.915 3.279
N 3.182 1.626 4.513
C 3.999 1.877 5.607
C 5.342 2.220 5.455
C 6.124 2.432 6.579
C 5.596 2.304 7.857
C 4.258 1.965 8.001
C 3.461 1.756 6.888
N 3.299 2.145 1.106
N 2.665 1.942 0.056
C 3.279 2.625 -1.046
C 3.353 1.983 -2.271
C 3.908 2.633 -3.363
C 4.371 3.935 -3.237
C 4.288 4.578 -2.008
C 3.750 3.927 -0.910
H 2.217 1.327 4.637
H 5.752 2.314 4.460
H 7.166 2.697 6.451
H 6.218 2.469 8.727
H 3.825 1.869 8.989
H 2.414 1.504 7.004
H 2.994 0.972 -2.341
H 3.980 2.120 -4.315
H 4.795 4.448 -4.090
H 4.648 5.594 -1.904
H 3.686 4.412 0.055
N 3.178 -2.627 -2.754
C 3.754 -3.005 -1.552
C 4.650 -4.010 -1.207
C 4.985 -4.101 0.130
C 4.453 -3.224 1.090
C 3.568 -2.226 0.740
C 3.219 -2.127 -0.606
N 2.337 -1.256 -1.226
C 2.337 -1.588 -2.487
C 1.515 -0.908 -3.486
C 1.402 -1.230 -4.802
S 0.341 -0.142 -5.575
C 0.118 0.670 -4.086
N 0.771 0.180 -3.081
H 3.333 -3.050 -3.652
H 5.061 -4.693 -1.939
H 5.675 -4.871 0.449
H 4.742 -3.339 2.126
H 3.152 -1.547 1.475
H 1.859 -2.044 -5.339
H -0.532 1.529 -4.018
C 1.034 -1.263 6.033
C 2.013 -2.396 5.699
C 2.205 -3.236 6.964
C 3.366 -1.799 5.286
C 1.473 -3.217 4.529
C 1.383 -4.616 4.582
C 0.925 -5.359 3.509
C 0.551 -4.689 2.353
S -0.045 -5.315 0.857
C -0.130 -3.683 0.219
N 0.256 -2.757 1.046
C 0.642 -3.298 2.270
C 1.106 -2.567 3.360
C -0.651 -3.449 -1.144
C -0.974 -4.564 -1.931
C -1.574 -4.395 -3.164
C -1.857 -3.102 -3.593
C -1.487 -2.018 -2.809
C -0.840 -2.116 -1.562
H 1.409 -0.690 6.884
H 0.055 -1.666 6.303
H 0.892 -0.577 5.195
H 2.502 -2.584 7.787
H 2.992 -3.983 6.843
H 1.284 -3.747 7.250
H 3.793 -1.207 6.100
H 3.255 -1.147 4.418
H 4.073 -2.592 5.030
H 1.672 -5.142 5.480
H 0.867 -6.438 3.572
H 1.188 -1.491 3.260
H -0.772 -5.572 -1.585
H -1.835 -5.254 -3.769
H -2.359 -2.946 -4.543
H -1.729 -1.030 -3.198
*
```

For the energy above the lowest of the compared OMol25 structures with the same formula, charge and spin, the calculation gives 0.0 kJ/mol. For the frontier orbital gap, the calculation gives 6.7 eV. The value obtained for the HOMO energy is -6.6421 eV. The value obtained for the lowest unoccupied orbital energy is 0.049 eV. As for the calculated total energy: -3670.7966 a.u.

***

No. 2
Computed, not measured: a molecular structure, C46H49BHfN13OS2 in a non-equilibrium geometry, with the ωB97M-V functional and the def2-TZVPD basis.

ORCA input file:
```
! wB97M-V def2-TZVPD RIJCOSX def2/J DEFGRID3
* xyz 3 1
Hf 0.028 0.074 -0.027
C 2.830 2.407 0.832
C 2.770 1.065 1.479
C 3.669 0.531 2.391
C 3.221 -0.751 2.678
C 3.828 -1.763 3.583
N 2.107 -0.963 1.960
N 1.811 0.150 1.219
B 1.225 -2.225 1.925
N -0.198 -1.822 2.370
N -0.871 -0.799 1.758
C -2.099 -0.757 2.313
C -3.148 0.203 1.875
C -2.198 -1.732 3.293
C -0.977 -2.395 3.298
C -0.562 -3.548 4.143
N 1.135 -2.736 0.467
N 0.722 -1.913 -0.546
C 0.727 -2.645 -1.679
C 0.386 -2.078 -3.016
C 1.140 -3.935 -1.386
C 1.388 -3.961 -0.018
C 1.853 -5.110 0.804
H 2.996 3.177 1.585
H 3.669 2.447 0.133
H 1.910 2.631 0.302
H 4.537 1.023 2.798
H 4.742 -1.362 4.015
H 3.152 -2.030 4.395
H 4.081 -2.675 3.042
H 1.665 -3.064 2.632
H -2.814 0.769 1.011
H -4.062 -0.334 1.621
H -3.398 0.895 2.680
H -3.052 -1.942 3.914
H -1.374 -3.810 4.816
H -0.325 -4.419 3.532
H 0.318 -3.306 4.738
H -0.034 -1.076 -2.940
H 1.279 -2.032 -3.641
H -0.324 -2.727 -3.529
H 1.243 -4.754 -2.078
H 1.998 -5.973 0.159
H 2.798 -4.887 1.299
H 1.125 -5.372 1.572
N -3.667 -1.155 -2.282
C -3.577 -2.381 -1.645
C -4.364 -3.522 -1.733
C -3.997 -4.587 -0.939
C -2.891 -4.505 -0.079
C -2.122 -3.365 0.012
C -2.468 -2.281 -0.793
N -1.913 -1.010 -0.932
C -2.665 -0.386 -1.827
C -2.407 0.993 -2.170
C -3.134 1.848 -2.941
S -2.441 3.406 -2.900
C -1.232 2.830 -1.852
N -1.306 1.557 -1.565
H -4.361 -0.907 -2.969
H -5.228 -3.568 -2.382
H -4.574 -5.501 -0.968
H -2.643 -5.360 0.536
H -1.286 -3.321 0.696
H -4.030 1.660 -3.513
H -0.486 3.490 -1.435
S 5.604 1.798 -3.748
C 4.089 1.387 -2.978
C 2.914 2.138 -3.076
C 1.782 1.730 -2.415
N 1.702 0.639 -1.627
C 2.837 -0.099 -1.565
C 4.004 0.215 -2.217
C 5.659 3.575 -3.441
C 6.445 3.978 -2.371
C 6.418 5.321 -2.014
N 5.658 6.216 -2.633
C 4.967 5.829 -3.698
C 4.950 4.518 -4.166
H 2.880 3.027 -3.684
H 0.883 2.307 -2.541
H 2.814 -0.982 -0.945
H 4.863 -0.433 -2.112
H 7.056 3.267 -1.832
H 7.013 5.687 -1.185
H 4.393 6.600 -4.198
H 4.426 4.271 -5.079
C -1.592 5.408 3.954
N -1.627 4.591 2.751
N -0.659 3.671 2.435
C -1.087 2.919 1.387
O -0.347 1.985 0.893
C -2.355 3.409 1.033
C -2.660 4.436 1.910
C -3.880 5.272 2.015
C 0.602 3.627 3.105
C 1.422 4.750 3.095
C 2.617 4.719 3.795
C 2.979 3.577 4.500
C 2.158 2.458 4.494
C 0.965 2.475 3.786
H -0.809 5.052 4.615
H -2.545 5.324 4.473
H -1.408 6.456 3.722
H -2.990 3.048 0.243
H -4.552 5.077 1.184
H -3.632 6.334 2.018
H -4.417 5.059 2.942
H 1.126 5.640 2.553
H 3.256 5.591 3.805
H 3.901 3.566 5.066
H 2.434 1.578 5.058
H 0.302 1.618 3.773
*
```

For the energy above the lowest of the compared OMol25 structures with the same formula, charge and spin, the calculation gives 61.3 kJ/mol. For the frontier orbital gap, the calculation gives 7.6 eV. The value obtained for the HOMO energy is -15.2602 eV. The value obtained for the lowest unoccupied orbital energy is -7.677 eV. As for the calculated total energy: -3438.1607 a.u.

***

No. 3
Computed, not measured: a molecular structure, C46H50As2BaF3IN10O6 in a non-equilibrium geometry, with the ωB97M-V functional and the def2-TZVPD basis.

ORCA input file:
```
! wB97M-V def2-TZVPD RIJCOSX def2/J DEFGRID3
* xyz -2 1
Ba -0.499 0.503 0.920
C 3.344 0.134 0.160
C 3.291 0.617 1.625
As 1.812 -0.012 2.877
C 2.348 -1.880 3.219
C 3.494 -2.463 2.696
C 3.836 -3.768 3.028
C 3.036 -4.499 3.894
C 1.889 -3.920 4.420
C 1.545 -2.617 4.082
C 2.655 0.698 4.542
C 3.938 0.351 4.959
C 4.499 0.957 6.073
C 3.783 1.912 6.787
C 2.495 2.238 6.396
C 1.932 1.627 5.279
As 1.891 0.694 -1.161
C 2.810 2.298 -1.895
C 3.327 2.370 -3.184
C 3.932 3.538 -3.643
C 4.033 4.647 -2.818
C 3.523 4.579 -1.527
C 2.910 3.421 -1.068
C 2.419 -0.523 -2.619
C 1.631 -0.476 -3.764
C 1.940 -1.226 -4.894
C 3.043 -2.065 -4.879
C 3.823 -2.141 -3.733
C 3.522 -1.373 -2.615
H 3.285 -0.954 0.120
H 4.291 0.456 -0.282
H 3.201 1.702 1.697
H 4.231 0.325 2.103
H 4.111 -1.906 2.003
H 4.725 -4.213 2.597
H 3.299 -5.518 4.152
H 1.250 -4.479 5.094
H 0.642 -2.185 4.501
H 4.495 -0.406 4.419
H 5.501 0.684 6.385
H 4.226 2.398 7.648
H 1.915 2.972 6.941
H 0.915 1.877 5.007
H 3.276 1.514 -3.846
H 4.327 3.573 -4.652
H 4.504 5.557 -3.170
H 3.581 5.425 -0.853
H 2.506 3.417 -0.065
H 0.751 0.161 -3.798
H 1.310 -1.164 -5.773
H 3.291 -2.666 -5.746
H 4.677 -2.807 -3.703
H 4.145 -1.458 -1.737
O 0.481 5.933 4.223
C 0.369 4.856 3.686
C 1.207 4.314 2.526
O 2.254 4.781 2.111
C 0.516 3.110 2.054
C -0.546 2.757 2.941
O -1.282 1.708 2.858
C -0.642 3.757 4.020
O -1.338 3.705 5.020
O 0.876 2.450 1.003
N -2.241 -0.579 4.382
C -2.147 -1.513 3.428
O -1.559 -1.339 2.377
C -2.774 -2.883 3.583
I -3.464 -3.478 5.519
H -1.988 0.386 4.138
H -2.863 -0.757 5.151
H -2.039 -3.622 3.280
H -3.636 -2.937 2.923
N 1.398 -2.860 0.068
C 0.836 -1.867 0.303
F -4.226 0.566 1.593
C -3.679 0.388 0.331
F -4.220 1.534 -0.360
F -4.552 -0.628 -0.201
C -4.818 1.131 -3.721
C -4.852 2.640 -3.929
C -5.729 3.313 -2.880
C -3.458 3.254 -3.980
N -2.652 3.131 -2.759
C -1.908 2.122 -2.300
N -1.361 2.464 -1.162
N -1.811 3.729 -0.919
N -2.580 4.128 -1.867
H -5.814 0.702 -3.842
H -4.502 0.883 -2.710
H -4.161 0.624 -4.434
H -5.268 2.845 -4.925
H -5.367 3.104 -1.875
H -6.751 2.933 -2.938
H -5.762 4.398 -3.009
H -3.518 4.327 -4.164
H -2.871 2.800 -4.782
H -1.800 1.180 -2.811
C -2.437 -1.718 -2.659
N -1.425 -2.263 -1.768
C -2.092 -2.939 -0.655
N -2.977 -4.018 -1.139
C -3.956 -3.426 -2.054
N -3.327 -2.757 -3.205
C -2.488 -3.739 -3.896
N -1.465 -4.335 -3.036
C -0.627 -3.239 -2.502
C -2.154 -4.961 -1.899
H -1.934 -1.217 -3.495
H -3.049 -1.000 -2.110
H -2.685 -2.217 -0.092
H -1.322 -3.361 -0.009
H -4.550 -2.693 -1.507
H -4.612 -4.218 -2.431
H -1.989 -3.242 -4.734
H -3.127 -4.535 -4.293
H -0.121 -2.742 -3.332
H 0.125 -3.643 -1.825
H -1.406 -5.390 -1.230
H -2.793 -5.765 -2.279
*
```

For the energy above the lowest of the compared OMol25 structures with the same formula, charge and spin, the calculation gives 0.0 kJ/mol. For the frontier orbital gap, the calculation gives 5.5 eV. The value obtained for the HOMO energy is -2.3237 eV. The value obtained for the lowest unoccupied orbital energy is 3.223 eV. As for the calculated total energy: -7876.3147 a.u.